{"formula": "C4H4BrN3S", "method": "ωB97M-V with the def2-TZVPD basis set", "species": ["C", "C", "C", "C", "N", "N", "N", "S", "Br", "H", "H", "H", "H"], "positions_angstrom": [[2.207, -1.542, 0.519], [0.590, -1.128, -0.732], [0.587, -0.071, 0.148], [-1.747, 1.394, -0.732], [1.441, -2.070, -0.426], [1.688, -0.351, 0.949], [-2.384, 0.159, -0.987], [-0.357, 1.280, 0.556], [-3.747, -0.056, 0.152], [3.170, -1.970, 0.928], [-1.232, 1.738, -1.726], [-2.258, 2.297, -0.289], [2.041, 0.320, 1.638]], "mulliken_charge": [-0.24, 0.30, 0.18, -0.49, -0.53, -0.11, -0.22, -0.17, 0.03, 0.32, 0.33, 0.39, 0.21], "de_lowest_kcal_mol": 106.1, "lumo_ev": [-1.6, -0.3], "homo_lumo_gap_ev": [6.4, 7.6], "homo_energy_ev": [-8.061, -7.910]}

---

{"formula": "C2H13NO3", "method": "ωB97M-V with the def2-TZVPD basis set", "species": ["C", "C", "N", "H", "H", "H", "H", "H", "H", "H", "O", "H", "H", "O", "H", "H", "O", "H", "H"], "positions_angstrom": [[1.624, -1.000, 2.359], [0.620, -1.516, 1.334], [-0.076, -0.454, 0.648], [1.131, -0.548, 3.229], [2.165, -1.833, 2.805], [2.290, -0.261, 1.919], [1.254, -1.959, 0.555], [0.083, -2.331, 1.784], [-0.532, -0.750, -0.206], [-0.792, 0.041, 1.156], [-3.144, -0.555, -4.313], [-3.894, -0.079, -3.930], [-2.557, -0.611, -3.549], [0.413, 2.254, 1.566], [0.609, 1.638, 0.848], [0.764, 1.947, 2.400], [0.007, 1.697, -2.665], [-0.117, 1.739, -3.615], [0.155, 2.582, -2.323]], "mulliken_charge": [-1.07, -0.32, -0.45, 0.24, 0.35, 0.29, 0.26, 0.29, 0.16, 0.28, -0.64, 0.32, 0.32, -0.67, 0.33, 0.32, -0.63, 0.32, 0.32], "de_lowest_kcal_mol": 24.2, "lumo_ev": 0.6, "homo_lumo_gap_ev": 10.1, "homo_energy_ev": -9.531}

---

{"formula": "C14H23BrCaIN6O6P2", "method": "ωB97M-V with the def2-TZVPD basis set", "species": ["Ca", "N", "C", "C", "P", "O", "O", "O", "P", "O", "O", "O", "H", "H", "H", "H", "H", "H", "H", "H", "Br", "C", "C", "C", "C", "C", "C", "I", "H", "H", "H", "H", "N", "C", "N", "C", "N", "N", "C", "C", "N", "C", "C", "H", "H", "H", "H", "H", "H", "H", "H", "H", "H", "H"], "positions_angstrom": [[0.500, 1.252, 0.140], [-1.978, 4.781, -0.613], [-1.361, 4.264, 0.685], [-1.709, 5.193, 1.840], [0.451, 4.107, 0.340], [0.908, 5.612, 0.570], [1.051, 3.143, 1.326], [0.535, 3.617, -1.079], [-2.215, 2.594, 0.846], [-1.541, 1.924, 2.150], [-3.651, 2.894, 0.973], [-1.649, 1.758, -0.273], [-1.934, 5.799, -0.671], [-2.960, 4.487, -0.669], [-1.434, 4.374, -1.386], [-1.405, 6.220, 1.630], [-1.159, 4.876, 2.726], [-2.776, 5.162, 2.061], [1.861, 5.753, 0.629], [-1.938, 2.157, 2.997], [6.613, 1.578, -0.587], [5.702, -0.069, -0.712], [6.406, -1.232, -0.428], [5.775, -2.462, -0.503], [4.439, -2.541, -0.872], [3.737, -1.382, -1.160], [4.363, -0.145, -1.069], [3.243, 1.578, -1.489], [7.448, -1.163, -0.148], [6.331, -3.361, -0.275], [3.945, -3.502, -0.928], [2.701, -1.434, -1.460], [2.147, -5.185, 0.531], [1.337, -4.374, 0.660], [0.338, -3.488, 0.832], [0.604, -2.237, 0.599], [0.577, -1.087, 0.419], [-2.438, -3.985, 0.269], [-2.493, -4.066, -1.230], [-1.904, -2.776, -1.797], [-2.524, -1.571, -1.274], [-2.620, -1.559, 0.172], [-3.241, -2.817, 0.773], [-1.433, -3.860, 0.555], [-2.761, -4.856, 0.686], [-3.539, -4.196, -1.504], [-1.924, -4.941, -1.539], [-1.964, -2.789, -2.883], [-0.840, -2.760, -1.539], [-3.391, -1.334, -1.735], [-3.160, -0.675, 0.507], [-1.616, -1.478, 0.584], [-4.272, -2.977, 0.461], [-3.180, -2.821, 1.860]], "mulliken_charge": [1.75, -0.32, 0.86, -1.76, 0.70, -0.49, -0.74, -0.75, 0.83, -0.47, -0.75, -0.82, 0.36, 0.35, 0.29, 0.41, 0.42, 0.46, 0.40, 0.31, -0.18, 0.16, -0.37, -0.59, -0.71, -0.16, -0.07, 0.22, 0.40, 0.39, 0.40, 0.61, -0.53, 0.38, -0.66, 0.48, -0.99, 0.07, -0.68, -0.35, -0.11, -0.15, -0.77, 0.19, 0.40, 0.36, 0.40, 0.48, 0.01, 0.31, 0.36, -0.14, 0.39, 0.40], "de_lowest_kcal_mol": 13.4, "lumo_ev": -2.2, "charge": 1, "homo_lumo_gap_ev": 9.0, "homo_energy_ev": -11.196}

---

{"formula": "C24H15FeN4O8", "method": "ωB97M-V with the def2-TZVPD basis set", "species": ["Fe", "O", "C", "O", "C", "C", "C", "N", "C", "C", "C", "C", "C", "C", "C", "N", "C", "C", "C", "C", "C", "N", "H", "H", "H", "H", "H", "H", "H", "H", "H", "H", "O", "C", "C", "C", "C", "C", "C", "C", "O", "N", "O", "O", "H", "H", "H", "H", "O", "C", "O", "H"], "positions_angstrom": [[-0.047, -0.146, -0.053], [6.715, 0.254, -1.056], [6.012, 0.172, -0.013], [6.723, 0.185, 1.005], [4.537, 0.075, -0.024], [3.859, 0.072, -1.235], [2.480, -0.024, -1.202], [1.842, -0.099, -0.036], [2.473, -0.078, 1.134], [3.856, 0.002, 1.182], [1.544, -0.161, 2.287], [1.952, -0.225, 3.607], [0.988, -0.332, 4.598], [-0.346, -0.378, 4.237], [-0.675, -0.307, 2.893], [0.243, -0.191, 1.941], [1.563, -0.070, -2.363], [1.985, -0.080, -3.679], [1.035, -0.170, -4.684], [-0.302, -0.249, -4.340], [-0.646, -0.228, -2.997], [0.259, -0.132, -2.032], [4.403, 0.133, -2.167], [4.398, 0.012, 2.116], [3.002, -0.202, 3.860], [1.280, -0.387, 5.638], [-1.127, -0.472, 4.978], [-1.701, -0.353, 2.553], [3.038, -0.038, -3.918], [1.339, -0.187, -5.721], [-1.074, -0.331, -5.092], [-1.675, -0.301, -2.671], [-2.043, -0.107, -0.068], [-2.748, 0.907, -0.054], [-2.321, 2.271, -0.028], [-3.330, 3.248, -0.011], [-3.006, 4.574, 0.014], [-1.658, 4.988, 0.024], [-0.662, 4.063, 0.007], [-0.936, 2.655, -0.019], [0.029, 1.835, -0.033], [-4.065, 5.572, 0.033], [-5.220, 5.184, 0.021], [-3.737, 6.745, 0.051], [-3.838, 0.755, -0.060], [-4.372, 2.957, -0.018], [-1.439, 6.047, 0.044], [0.379, 4.360, 0.013], [1.633, -2.697, -1.135], [0.591, -2.939, -0.526], [-0.224, -2.107, -0.002], [0.281, -3.994, -0.392]], "mulliken_charge": [0.05, -0.44, 0.79, -0.48, -0.29, -0.84, 0.73, 0.97, 0.36, -0.86, 0.49, -0.91, -0.51, -0.77, -0.26, 0.52, 0.37, -0.89, -0.57, -0.73, -0.31, 0.54, 0.54, 0.55, 0.41, 0.44, 0.42, 0.51, 0.41, 0.44, 0.42, 0.50, -0.60, -0.22, 1.02, -0.63, -0.53, -0.46, -0.95, 0.27, -0.19, 1.01, -0.63, -0.64, 0.32, 0.50, 0.49, 0.44, -0.56, -0.16, -0.47, 0.42], "multiplicity": 2, "de_lowest_kcal_mol": 14.8, "lumo_ev": [-1.2, -3.3], "homo_lumo_gap_ev": [6.9, 4.8], "homo_energy_ev": [-8.109, -8.110]}

---

{"formula": "C6H17NO", "method": "ωB97M-V with the def2-TZVPD basis set", "species": ["C", "C", "N", "C", "C", "C", "C", "H", "H", "H", "H", "H", "H", "H", "H", "H", "H", "H", "H", "H", "H", "H", "O", "H", "H"], "positions_angstrom": [[-1.822, -1.825, 0.405], [-1.237, -0.458, 0.716], [0.025, -0.173, 0.084], [1.094, -1.113, 0.271], [0.092, 0.875, -0.904], [1.364, 1.752, -0.798], [-0.010, 0.329, -2.347], [-1.972, -1.979, -0.670], [-1.300, -2.615, 0.948], [-2.863, -1.883, 0.743], [-1.908, 0.359, 0.445], [-1.116, -0.368, 1.803], [0.965, -2.004, -0.340], [2.100, -0.769, 0.021], [1.117, -1.389, 1.324], [-0.708, 1.592, -0.739], [1.210, 2.609, -0.123], [2.191, 1.233, -0.325], [1.534, 2.248, -1.753], [0.769, -0.439, -2.415], [-0.930, -0.262, -2.429], [-0.007, 1.057, -3.140], [0.419, 0.735, 3.255], [0.031, 1.014, 2.408], [0.962, 1.473, 3.560]], "mulliken_charge": [-1.33, -0.54, 0.53, -1.21, 0.21, -1.27, -1.38, 0.27, 0.32, 0.45, 0.36, 0.30, 0.35, 0.38, 0.33, 0.20, 0.31, 0.30, 0.37, 0.31, 0.31, 0.47, -0.63, 0.29, 0.30], "de_lowest_kcal_mol": 25.9, "lumo_ev": 0.9, "homo_lumo_gap_ev": 8.7, "homo_energy_ev": -7.813}

---

Q: Which formula does entry 4 have?
A: C24H15FeN4O8